Computed, not measured: a 2-piece molecular cluster, C5H14 overall, with ωB97M-V/def2-TZVPD.

The geometry in XYZ format:
```
19
Properties=species:S:1:pos:R:3:forces:R:3
C 0.749377 0.358820 1.157224 -0.514 0.797 -0.052
C -0.283018 0.031621 2.224848 0.183 -0.131 0.296
C 2.201477 0.221554 1.552245 0.142 0.139 0.068
H 0.543866 -0.177622 0.252512 0.179 -0.615 -0.101
H 0.545197 1.391293 0.841083 0.168 0.059 0.123
H -0.246104 0.795643 3.005738 -0.120 -0.013 0.108
H 2.473317 -0.822207 1.706169 0.055 -0.052 0.134
H 2.863222 0.628320 0.779195 -0.049 -0.064 -0.078
H 2.416004 0.792094 2.459557 0.016 -0.138 0.097
H -1.301088 -0.002535 1.823534 0.027 0.136 -0.083
H -0.116321 -0.929116 2.718111 0.128 -0.052 -0.075
C -1.952239 -0.008911 -2.408914 0.765 0.218 -0.485
C -0.527568 -0.554112 -2.215854 -0.520 -0.834 0.077
H -1.870856 1.014885 -2.782780 -0.149 0.164 0.246
H -2.482638 -0.540290 -3.201851 -0.198 -0.186 0.246
H -2.483905 0.003442 -1.460220 -0.289 -0.141 -0.132
H 0.149040 -0.207313 -2.996120 0.178 0.221 0.234
H -0.481988 -1.649491 -2.250254 -0.231 0.024 -0.161
H -0.195784 -0.346080 -1.204215 0.231 0.468 -0.460
```
Forces are in eV/Å.

For the HOMO-LUMO gap (spin up / spin down), the calculation gives 2.67 / 11.85 eV. The multiplicity is 2. Its maximum force is 0.019 Eh/bohr. The calculation puts the total energy at -5410.256 eV. The value obtained for the energy above the lowest of the compared OMol25 structures with the same formula, charge and spin is 24.4 kJ/mol. Its net charge is -1.

Atomic partial charges in e from the Löwdin method, atoms 1 to 2: -0.414 -0.311


Computed, not measured: a 2-piece molecular cluster, C5H14 overall at a distorted geometry, with ωB97M-V/def2-TZVPD.

The geometry in XYZ format:
```
19
Properties=species:S:1:pos:R:3:forces:R:3
C 2.149805 1.842101 -0.883231 -0.945 -0.511 0.441
C 1.071909 2.226793 0.157541 0.339 0.924 0.081
H 2.531950 0.873401 -0.570493 0.544 -0.025 -0.190
H 1.698990 1.680737 -1.865120 0.067 0.177 -0.050
H 2.933158 2.591731 -0.961374 0.158 -0.113 0.044
H 0.057683 2.139158 -0.224969 -0.058 -0.225 -0.017
H 1.190930 3.272765 0.454960 -0.098 0.082 -0.123
H 1.134679 1.683395 1.101041 0.012 -0.282 -0.145
C -1.411980 -1.913998 0.212831 0.581 -0.033 0.226
C 0.140174 -1.808826 0.135348 -1.083 -0.029 0.280
C -2.115947 -0.574655 0.403389 -0.693 -0.492 -0.267
H -1.637512 -2.540960 1.079171 -0.237 -0.084 -0.105
H -1.761805 -2.454494 -0.667031 -0.179 0.083 -0.034
H 0.460630 -0.826325 0.475497 0.144 -0.069 -0.072
H 0.522697 -2.571809 0.816257 0.542 0.029 -0.254
H -2.121073 -0.319075 1.466369 0.460 0.513 -0.165
H -3.179670 -0.646154 0.150658 -0.073 -0.122 -0.084
H 0.457910 -1.965385 -0.895252 0.331 0.013 0.076
H -1.710026 0.191848 -0.256867 0.187 0.162 0.360
```
Forces are in eV/Å.

For the HOMO-LUMO gap (spin up / spin down), the calculation gives 2.66 / 12.10 eV. The multiplicity is 2. Its maximum force is 0.023 Eh/bohr. The calculation puts the total energy at -5410.118 eV. The value obtained for the energy above the lowest of the compared OMol25 structures with the same formula, charge and spin is 37.7 kJ/mol. Its net charge is -1.

Atomic partial charges in e from the Löwdin method, atoms 1 to 2: -0.262 -0.369


Computed, not measured: a 2-piece molecular cluster, C5H14 overall at a distorted geometry, with ωB97M-V/def2-TZVPD.

The geometry in XYZ format:
```
19
Properties=species:S:1:pos:R:3:forces:R:3
C 0.150741 -0.051626 2.714979 2.083 -0.333 0.660
C 0.287733 0.761757 1.433944 -0.549 -0.510 0.051
C 1.109695 2.031809 1.644789 -1.476 0.147 0.568
H -0.024286 0.673132 3.514494 -0.585 -0.292 0.114
H -0.565237 -0.876290 2.702828 -0.142 0.377 -0.095
H 1.128040 -0.501950 3.020928 -0.539 0.161 -0.322
H 0.702204 0.217712 0.592535 0.082 -0.478 -0.036
H -0.775941 0.905796 1.197232 0.363 0.881 -0.502
H 2.130737 1.857920 1.967417 0.131 -0.157 -0.177
H 1.044826 2.696428 0.800483 0.400 0.074 -0.589
H 0.598506 2.592454 2.428969 0.229 0.122 0.311
C -1.450509 -1.212871 -2.816759 -1.586 0.412 1.064
C 0.046901 -1.379233 -2.717181 0.302 0.395 -0.092
H -1.807027 -0.682652 -3.707619 0.327 -0.545 -0.218
H -1.976838 -2.183814 -2.689796 0.380 0.461 -0.513
H -1.924917 -0.602510 -2.019859 0.685 -0.155 -0.035
H 0.316024 -2.114944 -3.478905 0.506 0.076 0.268
H 0.623394 -0.455771 -2.863224 -0.361 -0.078 -0.446
H 0.385953 -1.675348 -1.725256 -0.250 -0.560 -0.010
```
Forces are in eV/Å.

For the HOMO-LUMO gap, the calculation gives 12.28 eV. Its maximum force is 0.043 Eh/bohr. The calculation puts the total energy at -5411.627 eV. The SMILES is CCC.CC. The value obtained for the energy above the lowest of the compared OMol25 structures with the same formula, charge and spin is 40.8 kJ/mol. Its net charge is 0.

Atomic partial charges in e from the Löwdin method, atoms 1 to 2: -0.139 -0.332


Computed, not measured: a 2-piece molecular cluster, C5H14 overall at a distorted geometry, with ωB97M-V/def2-TZVPD.

The geometry in XYZ format:
```
19
Properties=species:S:1:pos:R:3:forces:R:3
C 0.609724 -1.959017 0.915251 -1.343 0.647 0.913
C -0.111607 -0.575235 1.203883 -0.479 -1.817 0.571
C -1.129425 -0.505107 2.382619 1.437 0.635 0.385
H 0.453430 -2.725677 1.677166 -0.157 0.147 0.193
H 1.659775 -1.729148 0.931793 0.512 -0.442 -0.682
H 0.193715 -2.365600 -0.003746 0.641 -0.089 -0.233
H 0.769795 0.055322 1.378864 -1.038 0.826 -0.579
H -0.791173 -0.430127 0.352822 1.130 0.726 -0.015
H -1.925376 0.202653 2.114065 -0.270 -0.806 0.069
H -1.400375 -1.509233 2.713096 -0.659 0.224 -0.232
H -0.680215 -0.017631 3.258257 0.131 -0.256 -0.035
C 0.302717 1.073381 -1.457379 -0.200 -1.138 0.312
C 0.276686 1.785424 -2.778176 0.303 1.502 -0.801
H 0.084055 -0.001600 -1.431048 0.024 0.032 -0.977
H 1.303428 1.085335 -1.032272 -0.099 0.507 0.507
H -0.503587 1.409002 -0.789555 0.745 0.619 0.018
H 0.904003 1.443647 -3.607703 -0.296 -0.898 0.251
H -0.736829 1.968168 -3.137103 0.021 -0.261 -0.148
H 0.721258 2.795442 -2.690833 -0.402 -0.159 0.481
```
Forces are in eV/Å.

For the HOMO-LUMO gap, the calculation gives 12.07 eV. Its maximum force is 0.038 Eh/bohr. The calculation puts the total energy at -5410.941 eV. The SMILES is CCC.CC. The value obtained for the energy above the lowest of the compared OMol25 structures with the same formula, charge and spin is 107.0 kJ/mol. Its net charge is 0.

Atomic partial charges in e from the Löwdin method, atoms 1 to 2: -0.104 -0.304


Computed, not measured: a 2-piece molecular cluster, C5H14 overall, with ωB97M-V/def2-TZVPD.

The geometry in XYZ format:
```
19
Properties=species:S:1:pos:R:3:forces:R:3
C 2.509378 1.761403 -0.747930 -0.109 -0.703 0.094
C 0.991309 1.549374 -0.738641 0.765 -0.037 0.618
C 0.588850 0.253619 -1.424410 0.199 0.434 -0.697
H 3.022573 0.880212 -0.354916 -0.101 -0.138 0.048
H 2.808208 2.570858 -0.088092 0.049 0.366 -0.306
H 2.874938 1.867455 -1.767518 0.122 0.406 -0.015
H 0.693027 1.513688 0.315554 -0.205 0.012 -0.128
H 0.537035 2.433623 -1.173355 -0.367 0.007 -0.159
H -0.469607 0.059088 -1.301466 -0.150 -0.290 0.198
H 0.753305 0.309250 -2.512251 0.086 0.034 0.261
H 1.208633 -0.565675 -1.054562 -0.289 -0.101 0.091
C -1.401972 -1.660413 1.853471 0.412 0.576 0.554
C -2.496737 -1.514880 0.803888 0.522 -0.434 0.387
H -0.438763 -2.053783 1.523804 -0.159 -0.009 -0.393
H -1.187261 -0.666742 2.274310 -0.017 -0.262 0.050
H -1.711952 -2.292210 2.687165 -0.108 -0.029 -0.057
H -2.284584 -0.686756 0.137360 -0.094 0.116 -0.133
H -3.416528 -1.332140 1.351462 -0.309 0.070 -0.325
H -2.579849 -2.425971 0.216129 -0.246 -0.018 -0.088
```
Forces are in eV/Å.

For the HOMO-LUMO gap, the calculation gives 12.57 eV. Its maximum force is 0.019 Eh/bohr. The calculation puts the total energy at -5411.919 eV. The SMILES is CCC.CC. The value obtained for the energy above the lowest of the compared OMol25 structures with the same formula, charge and spin is 12.6 kJ/mol. Its net charge is 0.

Atomic partial charges in e from the Löwdin method, atoms 1 to 2: -0.132 -0.324


Computed, not measured: a 2-piece molecular cluster, C5H14 overall at a distorted geometry, with ωB97M-V/def2-TZVPD.

The geometry in XYZ format:
```
19
Properties=species:S:1:pos:R:3:forces:R:3
C -0.874043 -1.390300 0.659185 2.529 -1.347 5.496
C -0.433872 -2.144200 -0.476359 1.391 -2.206 -4.349
C 1.042034 -2.456051 -0.521812 -1.361 -0.948 4.648
H 0.096219 -0.864498 1.189208 -2.471 -0.857 -1.334
H -1.234008 -2.083728 1.468304 0.168 0.718 -0.398
H -1.620554 -0.708216 0.491866 -1.704 1.710 -0.489
H -0.708624 -3.232927 -0.775988 -1.589 2.215 0.705
H -0.525943 -1.431731 -1.296576 -0.639 -0.548 -0.740
H 1.222982 -3.491507 -0.173027 0.494 0.854 0.259
H 1.485759 -2.305535 -1.376727 1.875 0.204 -5.194
H 1.453630 -1.656148 0.037081 1.298 0.189 1.407
C 0.713317 2.778391 0.168456 1.842 2.979 2.412
C -0.749059 2.510572 0.003602 0.391 0.665 -2.594
H 1.117333 3.282483 -0.731023 0.284 -0.920 0.435
H 0.861587 3.642483 0.976604 -0.330 -1.600 -1.480
H 1.353187 2.000354 0.597333 -0.165 -0.148 -0.630
H -1.316199 3.036672 0.716329 -0.849 0.444 0.964
H -0.897597 3.066985 -1.004165 -0.930 -1.644 1.431
H -0.986148 1.446900 0.047708 -0.233 0.240 -0.548
```
Forces are in eV/Å.

For the HOMO-LUMO gap, the calculation gives 11.97 eV. Its maximum force is 0.121 Eh/bohr. The calculation puts the total energy at -5409.548 eV. The SMILES is CCC.CC. The value obtained for the energy above the lowest of the compared OMol25 structures with the same formula, charge and spin is 241.4 kJ/mol. Its net charge is 0.

Atomic partial charges in e from the Löwdin method, atoms 1 to 2: -0.153 -0.360


Computed, not measured: a 2-piece molecular cluster, C5H14 overall at a distorted geometry, with ωB97M-V/def2-TZVPD.

The geometry in XYZ format:
```
19
Properties=species:S:1:pos:R:3:forces:R:3
C -0.782958 2.224413 1.338503 4.622 -2.818 1.035
C -0.410332 1.328742 0.126009 -1.687 0.914 -2.012
C 0.958678 1.527231 -0.484866 2.033 3.043 -0.389
H 0.106929 2.707954 1.816287 -0.241 0.281 -1.154
H -0.898061 1.549323 2.180662 -1.527 -0.032 0.105
H -1.473596 2.923511 1.124091 -2.630 2.078 -0.258
H -0.357323 0.314030 0.394514 -0.859 -1.334 0.679
H -1.321423 1.459630 -0.726762 2.632 -0.506 2.129
H 1.891182 1.386079 0.175159 -1.760 0.598 0.066
H 1.331099 0.870545 -1.270588 -1.091 -0.113 -0.573
H 0.970850 2.634809 -0.869724 0.544 -1.981 0.456
C -0.590543 -2.235885 -0.658930 -3.508 -2.128 -0.645
C 0.762686 -2.668161 -0.332661 1.619 -0.469 1.343
H -0.977300 -2.553910 -1.675858 0.543 -0.207 1.161
H -1.306180 -2.584470 0.133101 0.395 -0.710 -0.878
H -0.964077 -1.282401 -0.637325 0.537 3.157 -0.004
H 0.944581 -3.620494 -0.819679 0.464 0.060 -0.279
H 0.865101 -2.911505 0.737275 -0.189 0.155 -0.185
H 1.563026 -1.951141 -0.489472 0.106 0.012 -0.596
```
Forces are in eV/Å.

For the HOMO-LUMO gap, the calculation gives 11.93 eV. Its maximum force is 0.107 Eh/bohr. The calculation puts the total energy at -5410.075 eV. The SMILES is CCC.CC. The value obtained for the energy above the lowest of the compared OMol25 structures with the same formula, charge and spin is 190.5 kJ/mol. Its net charge is 0.

Atomic partial charges in e from the Löwdin method, atoms 1 to 2: -0.104 -0.330


Computed, not measured: a 2-piece molecular cluster, C5H14 overall at a distorted geometry, with ωB97M-V/def2-TZVPD.

The geometry in XYZ format:
```
19
Properties=species:S:1:pos:R:3:forces:R:3
C -1.866025 -1.156355 -2.214305 -0.381 -0.653 1.257
C -0.397763 -0.795007 -2.343786 0.308 -0.960 -1.019
C 0.033449 0.271221 -1.379404 1.649 0.233 1.209
H -2.576910 -0.410760 -2.569754 0.303 -0.042 -0.806
H -2.220387 -1.218492 -1.166949 0.722 -0.095 -0.036
H -2.042294 -2.160419 -2.587140 -0.389 0.089 -0.547
H 0.311956 -1.652077 -2.288662 -0.832 -0.051 1.070
H -0.120199 -0.665606 -3.414065 -0.692 1.242 0.397
H -0.639708 1.021179 -0.987963 -0.880 0.129 -0.734
H 0.414187 -0.131248 -0.408454 -0.150 -0.256 -0.770
H 0.873507 0.802734 -1.803163 0.349 0.369 0.003
C 1.023775 0.090679 3.126116 0.405 -0.349 0.870
C 1.155899 1.494853 2.558417 0.088 -0.258 -1.664
H 1.269289 -0.731780 2.442815 -0.352 0.395 -0.206
H 1.743697 -0.066455 3.950895 -0.457 0.159 -0.153
H 0.010375 -0.040994 3.514440 0.218 -0.311 0.072
H 1.650607 2.202190 3.219432 -0.001 -0.016 -0.115
H 0.200038 1.886194 2.232867 -0.491 0.234 0.535
H 1.631646 1.457764 1.561228 0.583 0.142 0.636
```
Forces are in eV/Å.

For the HOMO-LUMO gap, the calculation gives 11.76 eV. Its maximum force is 0.040 Eh/bohr. The calculation puts the total energy at -5411.229 eV. The SMILES is CCC.CC. The value obtained for the energy above the lowest of the compared OMol25 structures with the same formula, charge and spin is 79.2 kJ/mol. Its net charge is 0.

Atomic partial charges in e from the Löwdin method, atoms 1 to 2: -0.134 -0.337